No. 1
The following is a DFT calculation (wB97M-V/def2-TZVPD) of a single C4H4O3 molecule.

Element x y z (Å)
C -0.8422 0.1806 0.6463
C -0.8810 0.7055 -0.8376
C 0.7490 0.5735 -0.8328
C 0.6024 -0.2426 0.5953
H -2.4668 -0.3516 1.4825
H -0.9275 1.4208 1.0134
H -1.2553 1.7265 -0.8181
H -1.3636 0.1153 -1.7816
O -1.5903 -0.8009 1.1382
O 1.4944 0.8437 -1.7867
O 1.1264 -1.3195 0.9830

Results
HOMO-LUMO gap, eV: 8.6850
HOMO level, eV: -9.57
Multiplicity: 1
Lowest unoccupied orbital energy, Ha: -0.033
Relative energy (zero: lowest compared OMol25 entry of this formula, charge and spin), kJ/mol: 372.89

***

No. 2
The following is a DFT calculation (wB97M-V/def2-TZVPD) of a single C22H25N3O3 molecule.

Element x y z (Å)
C -0.2031 -5.1186 -0.7993
C -0.1236 -3.5994 -0.8109
H -0.5742 -3.1896 0.0993
H -0.6193 -3.1843 -1.6910
O 1.2297 -3.1469 -0.8988
C 1.9282 -3.0716 0.2390
O 1.4857 -3.3578 1.3221
C 3.3056 -2.4715 -0.0099
N 3.3487 -1.0629 0.3534
C 3.3097 -0.8535 1.7880
H 2.4004 -1.2521 2.2561
H 3.3619 0.2161 1.9827
H 4.1760 -1.3357 2.2388
C 2.3281 -0.2834 -0.3360
C 2.6711 1.1692 -0.3246
C 3.9309 1.7278 -0.3337
N 3.7757 3.0650 -0.2551
N 2.4975 3.4091 -0.1930
C 1.7964 2.2803 -0.2389
C 0.3414 2.2882 -0.1784
C -0.3162 3.2515 0.5858
C -1.6908 3.2519 0.6911
C -2.4409 2.2857 0.0266
C -1.7989 1.3492 -0.7762
C -0.4213 1.3530 -0.8742
H 0.0614 0.6398 -1.5246
H -2.3822 0.6276 -1.3305
O -3.8068 2.3635 0.1321
C -4.5640 1.2236 0.1346
C -4.1226 0.0160 0.6664
C -4.9708 -1.0759 0.6854
C -6.2587 -0.9759 0.1877
C -6.7028 0.2319 -0.3248
C -5.8631 1.3285 -0.3545
H -6.1938 2.2767 -0.7489
H -7.7084 0.3202 -0.7084
H -6.9147 -1.8330 0.2049
H -4.6215 -2.0101 1.1004
H -3.1243 -0.0601 1.0724
H -2.2049 3.9908 1.2860
H 0.2727 3.9940 1.1008
C 4.8020 4.0659 -0.2412
H 5.4668 3.9241 0.6132
H 4.3158 5.0361 -0.1652
H 5.3916 4.0268 -1.1593
H 4.8945 1.2636 -0.3774
H 2.2786 -0.6417 -1.3705
H 1.3319 -0.4178 0.1194
H 4.0446 -3.0028 0.5929
H 3.5526 -2.5668 -1.0699
H -1.2441 -5.4286 -0.7953
H 0.2872 -5.5278 -1.6794
H 0.2845 -5.5084 0.0909

Results
HOMO-LUMO gap, eV: 8.6551
HOMO level, eV: -7.97
Multiplicity: 1
Lowest unoccupied orbital energy, Ha: 0.025
Relative energy (zero: lowest compared OMol25 entry of this formula, charge and spin), kJ/mol: 328.19